# 1
A cluster of 2 separate species, C6H9N in total in a non-equilibrium geometry, computed with ωB97M-V with the def2-TZVPD basis set.

Last column: Mulliken charge in e.
Element x y z (Å)
1 C 1.38534 -0.55276 1.05146  -1.185
2 C 1.27047 0.43652 -0.07008  0.240
3 C -0.26950 -0.53995 -1.23734  -0.368
4 C -1.54313 -1.04168 -0.65011  -0.864
5 C 0.45407 1.54435 -0.07008  -0.521
6 C -0.62413 1.68106 0.84784  0.210
7 N -1.53756 1.73652 1.56256  -0.471
8 H 0.48446 -0.54687 1.66978  0.289
9 H 1.52198 -1.53969 0.60994  0.323
10 H 2.24643 -0.33837 1.69850  0.359
11 H 2.14792 0.50462 -0.71548  0.371
12 H -0.57078 0.09260 -2.09265  0.281
13 H -2.43052 -0.38697 -0.59672  0.322
14 H -1.68365 -1.74953 -1.50287  0.340
15 H -1.49455 -1.67263 0.24341  0.293
16 H 0.64317 2.37278 -0.74815  0.381

E_HOMO (alpha / beta)	-0.306 / -0.306	Ha
spin multiplicity	1
orbital gap (alpha / beta)	8.29 / 8.29	eV

=====

# 2
A structure of composition C9H18HfS4 in a non-equilibrium geometry, computed with ωB97M-V with the def2-TZVPD basis set.

Last column: Mulliken charge in e.
Element x y z (Å)
1 Hf 0.14291 -0.77485 -2.49511  0.771
2 C -2.43034 -0.96199 0.78207  -0.542
3 C -3.13740 0.06187 -0.08705  -0.804
4 S -2.04458 1.11021 -1.09030  -0.085
5 C -1.09351 1.98639 0.20042  0.259
6 C -0.09581 2.93018 -0.43734  -0.909
7 S 1.10720 2.13547 -1.56054  -0.065
8 C 2.55725 1.86450 -0.49784  -0.867
9 C 2.35805 0.86978 0.62885  -0.447
10 S 1.87717 -0.77450 -0.01139  0.013
11 C 0.90844 -1.44278 1.38863  -0.637
12 C -0.03696 -2.53934 0.94819  -0.713
13 S -1.36141 -2.06965 -0.20827  -0.013
14 H -3.18729 -1.58761 1.25454  0.467
15 H -1.81996 -0.49760 1.55375  0.375
16 H -3.75030 0.72071 0.52731  0.433
17 H -3.78626 -0.42512 -0.81568  0.426
18 H -0.60925 1.24560 0.83502  -0.430
19 H -1.80747 2.56296 0.79054  0.485
20 H 0.47715 3.45576 0.32632  0.468
21 H -0.60757 3.66883 -1.05314  0.463
22 H 2.84090 2.83499 -0.09171  0.465
23 H 3.34068 1.53693 -1.18228  0.411
24 H 1.59625 1.19878 1.33446  0.357
25 H 3.30041 0.74072 1.16085  0.462
26 H 0.40194 -0.61399 1.88293  0.387
27 H 1.62653 -1.87153 2.08793  0.453
28 H -0.50833 -2.99372 1.81944  0.504
29 H 0.50121 -3.31362 0.39972  0.443
30 C 0.96764 -2.78339 -2.45736  -0.939
31 H 1.96405 -2.79706 -2.92770  0.398
32 H 0.30869 -3.47695 -3.00529  0.410

E_HOMO (alpha / beta)	-0.540 / -0.540	Ha
spin multiplicity	1
total charge	+2
orbital gap (alpha / beta)	5.89 / 5.89	eV

=====

# 3
The molecule C2H2F2O in a non-equilibrium geometry, computed with ωB97M-V with the def2-TZVPD basis set.

Last column: Mulliken charge in e.
Element x y z (Å)
1 F -0.29603 1.50259 -0.83388  -0.219
2 C 0.35945 0.61620 -0.12874  0.862
3 F 1.38174 1.20818 0.59357  -0.231
4 C -0.37172 -0.70422 0.21740  -0.520
5 O 0.67218 -0.50549 -0.80886  -0.360
6 H -0.33755 -1.31672 1.12304  0.254
7 H -1.40806 -0.80055 -0.16253  0.214

SMILES	FC1(F)CO1
E_HOMO	-0.422	Ha
spin multiplicity	1
orbital gap	12.42	eV

=====

# 4
The ion C3H11N2 with charge +1 in a non-equilibrium geometry, computed with ωB97M-V with the def2-TZVPD basis set.

Last column: Mulliken charge in e.
Element x y z (Å)
1 C 1.77586 -0.43108 0.61460  -0.831
2 N 0.91416 -0.28446 -0.57084  -0.398
3 C -0.38700 -0.89239 -0.49065  -0.435
4 C -1.28429 -0.00788 0.40590  -0.773
5 N -1.01574 1.41592 -0.01200  -0.264
6 H 1.80282 -1.47317 0.93378  0.322
7 H 1.39145 0.19112 1.42200  0.256
8 H 2.77246 -0.09982 0.34978  0.353
9 H 1.38089 -0.43702 -1.44482  0.219
10 H -0.95037 -0.98758 -1.41792  0.455
11 H -0.36877 -1.83973 0.05860  0.279
12 H -2.33318 -0.28913 0.37650  0.397
13 H -0.98779 -0.13765 1.44868  0.353
14 H -1.59870 1.56321 -0.83846  0.359
15 H -1.00619 2.17383 0.66982  0.343
16 H -0.02227 1.31334 -0.36294  0.367

SMILES	CNCC[NH3+]
E_HOMO	-0.512	Ha
spin multiplicity	1
total charge	+1
orbital gap	10.53	eV